Molecular formula: C36H20ClN10O4SSn
Method: DFT, ωB97M-V with the def2-TZVPD basis set

- HOMO-LUMO gap (eV) = 4.919
- net charge = +1
- largest force on an atom (eV/Å) = 0.889
- LUMO (eV) = -5.5
- HOMO level (eV) = -10.41

Each line ends with the Mulliken charge.
Cartesian coordinates (Å):
Sn (0.4955, 0.4753, 0.6486)  0.90
C (-2.5224, 5.1162, -2.3953)  -0.73
C (-3.1099, 5.3406, -1.1584)  -0.63
C (-3.1357, 4.3471, -0.1788)  -0.17
C (-2.5486, 3.1400, -0.4851)  0.06
C (-2.3825, 1.8839, 0.2602)  0.39
N (-1.7543, 0.9554, -0.5123)  -0.65
C (-1.4754, 1.5225, -1.7050)  0.00
N (-0.9773, 0.8580, -2.7319)  -0.47
C (-0.2404, -0.1984, -2.6499)  -0.46
C (0.0474, -1.0978, -3.7752)  0.65
C (-0.2062, -1.0045, -5.1238)  -0.38
C (0.2874, -2.0253, -5.9371)  -0.68
C (0.9873, -3.0972, -5.3998)  -0.66
C (1.2338, -3.1882, -4.0293)  -0.15
C (0.7651, -2.1646, -3.2341)  0.28
C (0.9142, -1.8603, -1.8004)  -0.12
N (1.5152, -2.6869, -0.9540)  -0.54
C (1.3066, -2.6970, 0.3348)  0.20
N (0.3586, -1.9797, 0.9994)  -0.40
C (0.3048, -2.4331, 2.2775)  0.20
N (-0.6179, -2.1048, 3.1490)  -0.53
C (-1.5016, -1.1469, 3.0032)  0.01
N (-1.3557, -0.0314, 2.2563)  0.08
C (-2.5536, 0.6054, 2.2186)  0.03
N (-2.8528, 1.6181, 1.4492)  -0.49
C (-3.4948, -0.0308, 3.1544)  0.26
C (-4.7598, 0.3014, 3.5803)  -0.22
C (-5.3624, -0.5412, 4.5171)  -0.66
C (-4.7096, -1.6673, 4.9945)  -0.66
C (-3.4214, -1.9933, 4.5628)  -0.19
C (-2.8309, -1.1590, 3.6426)  0.30
C (1.3217, -3.4796, 2.4894)  -0.08
C (1.6562, -4.2687, 3.5675)  -0.13
C (2.6736, -5.2069, 3.3895)  -0.65
C (3.3115, -5.3571, 2.1660)  -0.64
C (2.9553, -4.5714, 1.0695)  -0.18
C (1.9626, -3.6371, 1.2572)  0.22
N (0.3889, -0.6636, -1.5156)  0.39
C (-1.9705, 2.9094, -1.7399)  0.27
C (-1.9486, 3.8830, -2.7106)  0.02
H (-2.5071, 5.9131, -3.1264)  0.42
H (-3.5432, 6.3082, -0.9443)  0.42
H (-3.6021, 4.5179, 0.7822)  0.55
H (-0.7461, -0.1576, -5.5253)  0.56
H (0.1270, -1.9819, -7.0060)  0.44
H (1.3589, -3.8730, -6.0558)  0.44
H (1.7805, -4.0215, -3.6085)  0.56
H (-5.2566, 1.1922, 3.2201)  0.53
H (-6.3531, -0.3042, 4.8807)  0.42
H (-5.2013, -2.3022, 5.7189)  0.42
H (-2.9003, -2.8582, 4.9506)  0.54
H (1.1471, -4.1654, 4.5164)  0.54
H (2.9740, -5.8274, 4.2229)  0.41
H (4.0953, -6.0947, 2.0599)  0.43
H (3.4388, -4.6806, 0.1082)  0.55
H (-1.4835, 3.7017, -3.6700)  0.53
S (1.3514, 2.8091, -1.5090)  -0.24
C (2.6852, 1.9971, -2.1450)  0.03
N (3.9264, 2.3019, -1.6600)  0.11
C (5.0283, 1.6417, -2.0325)  -0.03
C (4.9465, 0.6962, -3.0147)  -0.92
C (3.6768, 0.4886, -3.5668)  0.12
N (2.5890, 1.1039, -3.1496)  -0.29
H (3.9416, 2.9164, -0.8411)  0.25
H (5.9490, 1.9078, -1.5324)  0.45
H (5.8093, 0.1389, -3.3426)  0.43
H (3.5389, -0.2117, -4.3857)  0.45
O (1.9877, 2.2113, 2.4821)  -0.73
Cl (3.3089, 1.9087, 1.9953)  1.90
O (3.8412, 3.0504, 1.3080)  -0.74
O (4.1526, 1.5308, 3.0567)  -0.67
O (3.1970, 0.7866, 1.0409)  -0.64

Force components x, y, z for each atom (eV/Å):
0.2 0.0 -0.3
0.0 0.0 0.0
0.1 0.1 0.0
0.0 -0.1 0.1
0.0 0.1 -0.3
-0.2 -0.3 0.0
0.4 -0.3 0.0
-0.2 -0.2 0.4
0.0 0.0 -0.5
-0.1 0.3 0.1
0.2 -0.3 -0.1
-0.1 0.1 0.1
0.0 0.0 0.0
0.0 0.0 0.0
0.0 0.0 0.2
-0.1 0.1 -0.3
-0.2 0.4 0.2
0.5 -0.2 0.0
-0.2 -0.1 -0.2
-0.1 0.6 0.1
-0.2 0.1 -0.3
0.0 -0.3 0.5
0.1 0.1 -0.1
0.0 0.1 -0.3
0.2 -0.3 -0.1
-0.2 0.6 0.1
0.0 -0.2 0.2
0.1 0.1 -0.1
0.0 0.0 0.0
0.0 0.0 0.0
0.2 -0.1 0.0
-0.3 0.2 0.1
0.3 -0.1 -0.2
-0.1 0.1 0.1
0.0 0.0 0.0
0.0 0.0 0.0
0.0 0.1 -0.1
0.0 -0.1 0.3
0.2 -0.1 0.3
-0.1 0.2 0.2
0.1 -0.1 0.0
0.0 0.0 0.0
0.0 0.0 0.0
0.0 0.0 0.0
0.0 0.0 -0.1
0.0 0.0 0.0
0.0 0.0 0.0
0.0 0.0 0.0
0.0 0.0 0.0
0.0 0.0 0.0
0.0 0.0 0.0
0.0 0.0 0.0
0.0 0.0 0.0
0.0 0.0 0.0
0.0 0.0 0.0
0.0 0.0 0.0
0.0 0.0 0.0
0.0 0.0 0.2
-0.3 0.3 -0.1
-0.1 -0.2 0.5
0.2 0.0 -0.1
0.1 0.0 0.0
-0.1 0.1 0.1
-0.1 -0.3 -0.1
0.0 -0.1 0.0
0.0 0.0 0.1
0.0 0.1 0.0
0.0 0.0 0.0
-0.6 -0.1 0.0
-0.1 0.0 -0.3
0.1 0.1 -0.5
0.5 -0.3 0.6
-0.2 -0.1 -0.2